Entry 1:
Computed, not measured: 3 unconnected molecules or ions with the total composition C7H19IN3O5P2 at a distorted geometry, with wB97M-V/def2-TZVPD.

Computed properties:
M (g mol⁻¹): 414.10
HOMO energy (eV): -2.8
Kohn-Sham gap (eV): 4.92
Maximum force (eV/A): 1.691

ORCA input file:
```
! RIJCOSX wB97M-V def2-TZVPD def2/J DEFGRID3
* xyz -1 1
N 3.110 1.108 0.498
P 4.152 2.478 0.192
O 4.324 2.623 -1.504
C 3.135 3.918 0.748
I 1.110 3.824 -0.082
P 4.019 5.418 0.104
O 2.785 6.422 -0.521
O 4.495 6.307 1.483
H 2.467 1.349 1.239
H 2.612 0.768 -0.336
H 5.256 2.575 -1.668
H 3.230 6.883 -1.223
H 4.723 5.634 2.125
C -0.129 -2.325 -1.238
C 1.033 -1.593 -0.624
O 1.353 -0.468 -0.969
N 1.737 -2.218 0.355
C 1.521 -3.538 0.911
H -0.585 -1.692 -1.995
H 0.211 -3.247 -1.715
H -0.877 -2.549 -0.476
H 2.500 -1.661 0.718
H 1.334 -3.448 1.983
H 2.419 -4.141 0.761
H 0.676 -4.035 0.445
C -3.627 -0.458 0.188
C -3.724 -1.960 0.263
O -2.748 -2.663 0.474
N -4.949 -2.525 0.086
C -6.214 -1.865 -0.173
H -2.594 -0.160 0.348
H -3.940 -0.105 -0.795
H -4.243 0.002 0.962
H -4.939 -3.530 0.149
H -6.918 -2.116 0.623
H -6.616 -2.223 -1.122
H -6.100 -0.787 -0.218
*
```

Atomic partial charges in e from the Mulliken method, atoms 1 to 2: atom 1 (N): -0.44, atom 2 (P): 0.04

Entry 2:
Computed, not measured: a molecular structure, C37H35Cl2P2PdS3, with wB97M-V/def2-TZVPD.

Computed properties:
M (g mol⁻¹): 815.16
HOMO energy (spin up / spin down) (eV): -9.0 / -9.0
Kohn-Sham gap (spin up / spin down) (eV): 6.09 / 6.09
Energy relative to the best compared isomer or geometry (same formula, charge and spin) (eV): 1.100
Maximum force (eV/A): 0.907

ORCA input file:
```
! RIJCOSX wB97M-V def2-TZVPD def2/J DEFGRID3
* xyz 1 1
Pd 0.012 0.772 -0.448
C -1.963 1.416 -4.489
C -0.981 1.030 -3.414
S -1.637 0.458 -1.919
C 0.366 1.085 -3.599
C 0.955 1.362 -4.955
S 1.447 0.916 -2.262
H -2.989 1.232 -4.176
H -1.784 0.837 -5.398
H -1.871 2.474 -4.748
H 0.671 2.361 -5.297
H 0.596 0.649 -5.699
H 2.042 1.319 -4.926
Cl -0.131 -2.616 -1.139
C 0.981 -3.585 -0.246
C 1.934 -4.325 -0.922
C 2.813 -5.119 -0.201
C 2.731 -5.203 1.177
C 1.772 -4.462 1.851
Cl 1.628 -4.675 3.561
C 0.917 -3.604 1.155
S -0.408 -2.744 1.963
H 1.971 -4.279 -2.001
H 3.561 -5.699 -0.725
H 3.389 -5.853 1.737
C -2.472 -0.158 1.766
C -2.883 1.236 1.277
P -1.431 2.131 0.599
C -0.753 3.183 1.931
C -1.295 3.298 3.208
C -0.710 4.131 4.154
C 0.413 4.875 3.826
C 0.941 4.795 2.543
C 0.366 3.952 1.607
C -2.080 3.423 -0.493
C -1.306 3.843 -1.573
C -1.753 4.875 -2.382
C -2.977 5.479 -2.130
C -3.753 5.058 -1.060
C -3.303 4.037 -0.236
C -1.440 -0.160 2.907
P 0.198 -0.873 2.625
C 1.364 0.092 1.651
C 2.073 -0.398 0.546
C 3.251 0.249 0.137
C 3.688 1.372 0.792
C 2.970 1.879 1.880
C 1.839 1.248 2.323
C 0.993 -0.926 4.242
C 2.301 -1.407 4.300
C 2.984 -1.411 5.502
C 2.372 -0.918 6.648
C 1.080 -0.421 6.592
C 0.385 -0.422 5.390
H -2.100 -0.724 0.909
H -3.361 -0.680 2.122
H -3.422 1.800 2.040
H -3.558 1.115 0.427
H -2.200 2.766 3.478
H -1.147 4.213 5.140
H 0.864 5.529 4.560
H 1.802 5.391 2.272
H 0.793 3.885 0.611
H -0.368 3.343 -1.793
H -1.150 5.201 -3.220
H -3.329 6.278 -2.770
H -4.709 5.526 -0.863
H -3.912 3.725 0.604
H -1.822 -0.733 3.757
H -1.235 0.843 3.288
H 1.798 -1.328 0.076
H 3.797 -0.148 -0.707
H 4.595 1.865 0.470
H 3.317 2.765 2.394
H 1.325 1.626 3.199
H 2.792 -1.767 3.405
H 3.996 -1.791 5.546
H 2.909 -0.918 7.588
H 0.608 -0.032 7.483
H -0.621 -0.030 5.367
*
```

Atomic partial charges in e from the Mulliken method, atoms 1 to 2: atom 1 (Pd): 0.82, atom 2 (C): -1.58

Entry 3:
Computed, not measured: a single C4H4N4O3 molecule at a distorted geometry, with wB97M-V/def2-TZVPD.

Computed properties:
M (g mol⁻¹): 156.10
HOMO energy (eV): -9.6
Kohn-Sham gap (eV): 9.07
Energy relative to the best compared isomer or geometry (same formula, charge and spin) (eV): 2.599
Maximum force (eV/A): 6.224

ORCA input file:
```
! RIJCOSX wB97M-V def2-TZVPD def2/J DEFGRID3
* xyz 0 1
C 0.181 -1.804 -0.054
C 1.181 -0.945 -0.178
C -1.221 -1.368 0.047
C -0.219 0.975 0.102
N -2.416 0.941 -0.203
N 1.036 0.401 -0.095
N -1.330 0.113 -0.031
N 2.133 1.338 -0.141
O -2.193 -2.014 0.287
O -0.308 2.188 0.273
O -3.497 0.482 -0.036
H 0.310 -2.785 0.054
H 2.122 -1.396 -0.101
H 2.159 1.793 0.781
H 2.064 2.083 -0.705
*
```

Atomic partial charges in e from the Mulliken method, atoms 1 to 2: atom 1 (C): -0.91, atom 2 (C): 0.21

Entry 4:
Computed, not measured: a molecular structure, C31H28N2P2ReS3, with wB97M-V/def2-TZVPD.

Computed properties:
M (g mol⁻¹): 772.94
HOMO energy (spin up / spin down) (eV): -10.3 / -10.3
Kohn-Sham gap (spin up / spin down) (eV): 6.91 / 5.95
Energy relative to the best compared isomer or geometry (same formula, charge and spin) (eV): 0.444
Expectation value of S²: 2.0509
Maximum force (eV/A): 0.458

ORCA input file:
```
! RIJCOSX wB97M-V def2-TZVPD def2/J DEFGRID3
* xyz 1 3
Re -2.065 0.150 0.158
S -1.379 2.100 1.363
P 0.238 1.809 0.114
C -0.015 0.158 -0.256
P 0.496 -1.111 0.783
S -1.295 -1.608 1.681
C 1.743 -0.804 2.043
C 1.345 -0.330 3.291
C 2.295 -0.063 4.260
C 3.641 -0.255 3.984
C 4.040 -0.720 2.739
C 3.093 -1.001 1.768
C 1.084 -2.527 -0.155
C 1.305 -2.424 -1.521
C 1.758 -3.527 -2.232
C 1.985 -4.725 -1.575
C 1.761 -4.829 -0.205
C 1.313 -3.732 0.507
C 0.123 2.840 -1.355
C 0.305 2.271 -2.610
C 0.276 3.075 -3.739
C 0.058 4.438 -3.612
C -0.126 5.005 -2.356
C -0.087 4.209 -1.226
C 1.800 2.295 0.869
C 2.961 2.139 0.114
C 4.176 2.541 0.635
C 4.235 3.110 1.901
C 3.080 3.271 2.650
C 1.858 2.859 2.136
H 0.292 -0.185 3.501
H 1.986 0.293 5.234
H 4.382 -0.048 4.744
H 5.089 -0.875 2.524
H 3.408 -1.380 0.803
H 1.111 -1.483 -2.022
H 1.933 -3.447 -3.296
H 2.338 -5.584 -2.129
H 1.937 -5.767 0.303
H 1.137 -3.813 1.574
H 0.445 1.200 -2.692
H 0.416 2.636 -4.717
H 0.030 5.066 -4.493
H -0.296 6.069 -2.261
H -0.231 4.653 -0.248
H 2.913 1.714 -0.883
H 5.078 2.420 0.052
H 5.185 3.433 2.303
H 3.126 3.715 3.635
H 0.956 2.972 2.725
S -3.160 2.287 -2.343
C -2.659 1.364 -1.209
C -7.283 -1.001 -1.133
C -5.884 -1.418 -0.862
C -5.294 -2.666 -0.802
C -3.942 -2.457 -0.525
N -3.707 -1.140 -0.416
N -4.907 -0.531 -0.631
C -2.883 -3.499 -0.434
H -7.914 -1.878 -1.251
H -7.342 -0.410 -2.047
H -7.678 -0.404 -0.311
H -5.777 -3.614 -0.958
H -4.956 0.475 -0.654
H -3.184 -4.358 -1.030
H -2.738 -3.826 0.595
H -1.927 -3.130 -0.800
*
```

Atomic partial charges in e from the Mulliken method, atoms 1 to 2: atom 1 (Re): 0.66, atom 2 (S): -0.49

Entry 5:
Computed, not measured: a gas-phase ion, C14H30N (charge +1) at a distorted geometry, with wB97M-V/def2-TZVPD.

Computed properties:
M (g mol⁻¹): 212.40
HOMO energy (eV): -12.7
Kohn-Sham gap (eV): 9.41
Energy relative to the best compared isomer or geometry (same formula, charge and spin) (eV): 0.000
Maximum force (eV/A): 1.475

ORCA input file:
```
! RIJCOSX wB97M-V def2-TZVPD def2/J DEFGRID3
* xyz 1 1
C -0.438 -0.617 4.488
C 0.705 -1.510 4.958
C 1.097 -2.622 3.979
C 1.178 -2.248 2.493
C -0.082 -2.565 1.660
C -0.335 -1.587 0.507
C -1.416 -0.552 0.783
C -1.381 0.604 -0.235
C -1.943 0.191 -1.591
C -1.572 1.075 -2.788
C -0.089 1.353 -2.948
C 0.288 1.749 -4.416
C 1.697 2.370 -4.282
N 1.882 2.530 -2.781
C 0.489 2.556 -2.246
H -0.815 0.033 5.272
H -0.082 0.025 3.687
H -1.259 -1.188 4.075
H 0.418 -1.952 5.907
H 1.567 -0.871 5.127
H 0.439 -3.478 4.100
H 2.092 -2.943 4.275
H 1.464 -1.209 2.354
H 1.980 -2.846 2.069
H -0.952 -2.640 2.304
H 0.050 -3.549 1.221
H 0.593 -1.113 0.187
H -0.677 -2.181 -0.339
H -1.264 -0.099 1.755
H -2.399 -1.014 0.801
H -0.343 0.910 -0.288
H -1.972 1.424 0.171
H -3.023 0.161 -1.520
H -1.599 -0.820 -1.801
H -1.901 0.549 -3.678
H -2.114 2.019 -2.741
H 0.456 0.424 -2.761
H 0.265 0.913 -5.095
H -0.396 2.554 -4.654
H 1.742 3.355 -4.718
H 2.467 1.688 -4.613
H 2.349 1.723 -2.364
H 2.433 3.338 -2.486
H -0.023 3.420 -2.658
H 0.424 2.639 -1.170
*
```

Atomic partial charges in e from the Mulliken method, atoms 1 to 2: atom 1 (C): -0.99, atom 2 (C): -0.45

Entry 6:
Computed, not measured: 4 unconnected molecules or ions with the total composition C31H75Cl2N9O6S at a distorted geometry, with wB97M-V/def2-TZVPD.

Computed properties:
M (g mol⁻¹): 772.97
HOMO energy (eV): -8.0
Kohn-Sham gap (eV): 8.32
Maximum force (eV/A): 1.896

ORCA input file:
```
! RIJCOSX wB97M-V def2-TZVPD def2/J DEFGRID3
* xyz 0 1
C -1.886 -1.399 4.154
C -3.375 -1.162 3.926
C -3.784 -0.961 2.452
O -2.707 -1.007 1.527
N -2.570 0.209 0.844
S -2.130 1.552 1.736
C -2.478 0.103 -0.607
C -2.906 1.400 -1.297
C -4.346 1.942 -1.225
C -4.993 2.212 0.120
Cl -4.558 3.841 0.737
O -3.172 -1.052 -0.991
C -4.571 -1.109 -0.838
C -4.956 -2.554 -0.575
C -0.994 -0.246 -1.190
C -1.174 -0.623 -2.687
C -0.922 -2.088 -3.173
N -1.207 -2.026 -4.643
N 0.437 -2.559 -3.064
N -1.799 -3.089 -2.636
N -0.150 0.880 -0.868
C 0.481 1.681 -1.626
C 1.436 1.339 -2.741
C 0.412 3.162 -1.335
O -0.576 -1.431 -0.506
C 0.562 -1.402 0.320
N 0.465 -0.569 1.484
C 1.910 -1.304 -0.476
C 2.959 -0.350 0.067
C 4.085 -0.155 -0.968
Cl 3.720 -1.112 1.520
H -1.328 -0.476 4.039
H -1.730 -1.804 5.153
H -1.499 -2.111 3.431
H -3.940 -1.989 4.353
H -3.653 -0.272 4.486
H -4.468 -1.770 2.179
H -4.363 -0.043 2.366
H -0.817 1.755 1.489
H -2.269 2.211 -0.952
H -2.691 1.332 -2.360
H -5.016 1.300 -1.794
H -4.349 2.892 -1.759
H -4.799 1.468 0.882
H -6.070 2.267 -0.015
H -4.891 -0.524 0.027
H -5.132 -0.747 -1.704
H -5.999 -2.609 -0.265
H -4.844 -3.137 -1.487
H -4.340 -2.963 0.220
H -0.548 -0.018 -3.337
H -2.181 -0.391 -3.017
H -1.994 -2.629 -4.844
H -1.493 -1.094 -4.921
H 1.117 -1.858 -3.311
H 0.636 -2.991 -2.175
H -2.757 -2.784 -2.655
H -1.528 -3.384 -1.710
H 1.475 2.136 -3.480
H 1.163 0.434 -3.270
H 2.443 1.256 -2.333
H 1.346 3.659 -1.589
H 0.277 3.288 -0.262
H -0.429 3.592 -1.873
H 0.594 -2.406 0.743
H 1.033 -0.915 2.240
H 0.634 0.408 1.302
H 1.701 -1.071 -1.518
H 2.381 -2.286 -0.477
H 2.557 0.618 0.338
H 4.924 -0.811 -0.763
H 4.442 0.872 -0.952
H 3.728 -0.394 -1.967
C -5.015 2.750 9.060
C -5.459 2.518 7.620
C -5.120 1.119 7.086
O -3.764 0.930 6.736
C -2.901 0.615 7.812
N -4.907 3.582 6.777
H -3.940 2.918 9.133
H -5.507 3.634 9.465
H -5.273 1.901 9.696
H -6.549 2.606 7.595
H -5.680 0.969 6.158
H -5.446 0.337 7.785
H -3.404 0.000 8.564
H -2.499 1.515 8.282
H -2.062 0.052 7.401
H -5.287 3.502 5.838
H -3.914 3.400 6.659
C 1.565 1.768 -7.558
C 1.410 3.091 -6.815
C 1.430 4.322 -7.731
O 2.712 4.690 -8.197
C 3.177 3.976 -9.327
N 2.432 3.167 -5.765
H 2.595 1.594 -7.869
H 1.280 0.938 -6.911
H 0.928 1.735 -8.444
H 0.430 3.078 -6.327
H 1.077 5.180 -7.152
H 0.737 4.197 -8.574
H 2.359 3.726 -10.009
H 3.703 3.063 -9.039
H 3.883 4.618 -9.851
H 2.266 3.997 -5.201
H 3.323 3.354 -6.216
C 6.392 -3.244 2.063
C 6.914 -4.657 2.307
C 8.367 -4.704 2.801
O 9.341 -4.475 1.802
C 9.597 -3.116 1.504
N 6.717 -5.450 1.091
H 6.780 -2.817 1.138
H 5.309 -3.257 1.980
H 6.659 -2.578 2.887
H 6.301 -5.101 3.097
H 8.566 -5.713 3.171
H 8.519 -4.018 3.645
H 9.517 -2.488 2.396
H 8.923 -2.739 0.731
H 10.615 -3.052 1.122
H 6.957 -6.419 1.278
H 7.410 -5.150 0.410
*
```

Atomic partial charges in e from the Mulliken method, atoms 1 to 2: atom 1 (C): -1.32, atom 2 (C): -0.25

Entry 7:
Computed, not measured: 2 unconnected molecules or ions with the total composition C26H39FN3O3 at a distorted geometry, with wB97M-V/def2-TZVPD.

Computed properties:
M (g mol⁻¹): 460.61
HOMO energy (spin up / spin down) (eV): -8.2 / -9.2
Kohn-Sham gap (spin up / spin down) (eV): 7.66 / 8.63
Expectation value of S²: 0.7541
Maximum force (eV/A): 1.899

ORCA input file:
```
! RIJCOSX wB97M-V def2-TZVPD def2/J DEFGRID3
* xyz 0 2
C 6.679 -1.949 0.674
C 7.560 -0.699 0.589
O 7.815 -0.256 -0.747
C 6.772 0.161 -1.488
O 6.892 0.203 -2.671
C 5.518 0.675 -0.837
C 5.570 2.200 -0.750
C 4.295 2.832 -0.171
C 3.658 2.042 0.942
C 2.677 1.125 0.620
C 2.059 0.321 1.598
N 1.102 -0.574 1.219
C 0.578 -1.301 2.168
C -0.489 -2.269 1.732
C -0.884 -3.329 2.738
F -1.620 -1.547 1.365
C 0.967 -1.151 3.518
N 1.864 -0.299 3.930
C 2.435 0.449 2.941
C 3.426 1.397 3.268
C 4.039 2.179 2.313
C 5.120 3.144 2.744
H 5.700 -1.700 1.074
H 6.539 -2.428 -0.290
H 7.117 -2.667 1.359
H 8.527 -0.925 1.016
H 7.122 0.102 1.181
H 4.711 0.419 -1.517
H 5.273 0.220 0.114
H 5.678 2.545 -1.775
H 6.468 2.534 -0.234
H 3.566 3.011 -0.953
H 4.563 3.810 0.220
H 2.363 0.997 -0.404
H -0.142 -2.766 0.829
H -0.014 -3.674 3.285
H -1.428 -4.142 2.276
H -1.556 -2.875 3.467
H 0.488 -1.761 4.268
H 3.737 1.512 4.295
H 5.951 2.585 3.168
H 5.479 3.767 1.941
H 4.736 3.765 3.547
C -6.225 -1.092 -3.689
C -6.633 -0.127 -2.556
C -6.006 1.258 -2.751
C -4.529 1.335 -2.373
C -4.317 0.810 -0.954
C -4.856 -0.607 -0.766
N -6.280 -0.699 -1.222
O -7.074 -0.237 -0.309
C -3.947 -1.599 -1.519
C -4.760 -1.003 0.703
C -8.147 0.018 -2.686
H -5.248 -1.547 -3.565
H -6.939 -1.913 -3.763
H -6.216 -0.570 -4.647
H -6.552 1.984 -2.140
H -6.142 1.568 -3.789
H -3.921 0.780 -3.092
H -4.194 2.373 -2.430
H -3.254 0.823 -0.702
H -4.813 1.486 -0.250
H -4.402 -2.590 -1.562
H -2.997 -1.693 -0.992
H -3.698 -1.287 -2.531
H -5.277 -0.301 1.355
H -3.712 -1.021 0.997
H -5.180 -1.997 0.870
H -8.654 -0.922 -2.464
H -8.386 0.301 -3.712
H -8.548 0.785 -2.025
*
```

Atomic partial charges in e from the Mulliken method, atoms 1 to 2: atom 1 (C): -0.98, atom 2 (C): -0.24

The lowest M belongs to which entry?
C4H4N4O3